Here is C5H8O2 as an isolated structure from the Open Molecules 2025 dataset. Energies are from ωB97M-V/def2-TZVPD.

Each line ends with the natural charge from an NBO analysis.
Cartesian coordinates (Å):
C 0.86156 1.57966 0.60498  -0.639
C 0.83143 0.20100 -0.01457  0.087
O 0.87316 -0.88809 0.93489  -0.514
C -0.19250 -1.55302 0.25851  0.051
C -1.44403 -0.73168 0.37416  -0.463
C -0.42467 -0.36916 -0.65327  0.201
O -0.77345 -0.18044 -1.97576  -0.674
H -0.12278 1.86182 0.99225  0.215
H 1.58914 1.58913 1.42307  0.229
H 1.17508 2.32397 -0.13534  0.214
H 1.67264 0.07363 -0.71522  0.166
H -0.13673 -2.63100 0.15287  0.205
H -2.32098 -1.20753 -0.05998  0.232
H -1.62329 -0.12999 1.26395  0.216
H 0.03543 0.06167 -2.45055  0.474

Cartesian forces, eV/Å:
-0.04 0.01 0.00
0.09 0.32 -0.14
0.04 -0.06 0.08
-0.08 -0.35 -0.10
-0.10 0.10 0.06
0.00 0.03 0.23
0.30 0.07 -0.11
0.18 -0.05 0.04
-0.11 0.04 -0.10
-0.10 -0.10 0.11
-0.05 0.02 0.09
-0.05 0.16 -0.05
0.12 0.09 0.05
0.04 -0.06 -0.12
-0.25 -0.21 -0.02

Output
LUMO = 0.819 eV
Frontier orbital gap = 9.8114 eV
HOMO level = -9.0 eV
Total charge = 0